(1)
Computed, not measured: a molecular structure, C25H45N5OP2Y, with ωB97M-V/def2-TZVPD.

Summary:
HOMO (alpha / beta) ... -7.6388 / -7.6081 eV
Energy ... -2049.5537 Eh

Geometry as ORCA input:
```
! wB97M-V def2-TZVPD RIJCOSX def2/J DEFGRID3
* xyz 1 1
Y 0.432 -0.266 0.277
N -0.279 2.127 -0.190
C -0.552 2.814 1.092
C -1.515 1.999 1.946
N -1.069 0.609 2.157
C -0.413 0.358 3.459
C 0.999 0.906 3.495
N 1.790 0.329 2.386
H 0.434 2.636 -0.707
H -1.111 2.139 -0.775
H -0.973 3.811 0.942
H 0.404 2.942 1.600
H -2.488 1.975 1.450
H -1.662 2.513 2.901
H -1.880 0.000 2.116
H -0.386 -0.724 3.605
H -0.995 0.789 4.280
H 1.440 0.679 4.468
H 0.998 1.992 3.396
H 2.055 -0.621 2.653
H 2.664 0.833 2.286
C 3.120 0.553 -2.867
P 1.679 -0.408 -2.269
C 2.312 -2.114 -2.511
C 0.454 -0.208 -3.632
C 0.836 0.246 -4.894
C -0.090 0.382 -5.917
C -1.418 0.057 -5.693
C -1.812 -0.399 -4.445
C -0.893 -0.531 -3.404
P -1.403 -1.152 -1.749
C -1.491 -2.963 -1.995
C -3.192 -0.738 -1.663
H 2.857 1.603 -2.996
H 3.526 0.166 -3.802
H 3.893 0.486 -2.102
H 2.482 -2.309 -3.571
H 1.614 -2.850 -2.116
H 3.256 -2.218 -1.975
H 1.867 0.504 -5.093
H 0.228 0.740 -6.887
H -2.147 0.158 -6.486
H -2.853 -0.647 -4.286
H -2.188 -3.206 -2.799
H -1.817 -3.441 -1.071
H -0.509 -3.356 -2.250
H -3.728 -1.151 -2.518
H -2.886 1.295 -2.316
H -3.564 -1.266 -0.780
N -1.145 -4.629 5.660
C 0.061 -4.205 5.141
O 1.086 -4.254 5.807
C 0.047 -3.640 3.791
C -1.120 -3.315 3.042
C -1.008 -2.693 1.837
N 0.195 -2.331 1.262
C 1.324 -2.786 1.932
C 1.290 -3.383 3.151
H -1.058 -5.141 6.524
H -1.852 -4.968 5.030
H -2.111 -3.529 3.420
H -1.897 -2.435 1.267
H 2.272 -2.636 1.419
H 2.201 -3.693 3.644
C -5.532 0.965 -2.871
C -4.879 1.243 -1.516
C -4.866 2.752 -1.267
C -5.668 0.554 -0.404
C -3.418 0.764 -1.516
H -6.544 1.373 -2.895
H -5.610 -0.104 -3.075
H -4.966 1.431 -3.681
H -5.879 3.157 -1.269
H -4.297 3.274 -2.039
H -4.421 2.986 -0.295
H -6.681 0.955 -0.349
H -5.196 0.713 0.571
H -5.751 -0.522 -0.570
H -2.965 1.077 -0.566
*
```

(2)
Computed, not measured: 10 unconnected molecules or ions with the total composition C30H57BCl18NO3, with ωB97M-V/def2-TZVPD.

Summary:
HOMO ... -4.2842 eV
Energy ... -9766.0771 Eh

Geometry as ORCA input:
```
! wB97M-V def2-TZVPD RIJCOSX def2/J DEFGRID3
* xyz -1 1
C 1.171 0.312 3.886
C -0.037 0.159 3.816
C -1.534 -0.227 3.542
C -1.732 -0.706 2.001
C -0.964 -2.094 1.904
C -1.882 -3.338 1.509
C -2.320 -3.374 -0.018
C -1.897 -4.774 -0.714
C -0.732 -4.521 -1.775
C 0.476 -5.582 -1.629
N -1.152 0.408 1.212
B -1.068 0.184 -0.249
C 0.412 -0.189 -0.857
O -2.123 0.306 -1.203
C -3.313 -0.890 1.885
O -3.884 -1.344 2.926
O -4.054 -0.580 0.850
H 2.269 0.402 3.701
H -1.784 -1.044 4.274
H -2.177 0.694 3.656
H -0.543 -2.366 2.928
H -0.079 -2.118 1.208
H -1.213 -4.253 1.663
H -2.740 -3.497 2.237
H -3.456 -3.369 -0.025
H -1.874 -2.569 -0.663
H -2.810 -5.118 -1.301
H -1.640 -5.564 0.049
H -0.242 -3.502 -1.665
H -1.152 -4.530 -2.832
H 1.461 -5.035 -1.489
H 0.572 -6.186 -2.575
H 0.288 -6.192 -0.703
H -1.706 1.263 1.389
H 0.717 -1.254 -0.651
H 0.484 0.103 -1.948
H 1.126 0.518 -0.315
H -2.547 -0.581 -1.235
Cl 2.147 -0.835 -4.116
C 2.106 0.608 -5.159
C 2.926 1.748 -4.593
Cl 2.200 2.432 -3.116
H 1.066 0.894 -5.296
H 2.509 0.311 -6.123
H 2.984 2.559 -5.320
H 3.942 1.432 -4.354
Cl 2.269 0.599 9.219
C 1.686 2.076 8.410
C 1.910 2.036 6.915
Cl 3.641 2.131 6.491
H 2.185 2.931 8.868
H 0.618 2.152 8.620
H 1.424 2.890 6.444
H 1.503 1.127 6.471
Cl 0.589 -0.047 -7.507
C 0.153 -1.646 -8.163
C 1.269 -2.653 -7.999
Cl 2.670 -2.280 -9.037
H -0.121 -1.518 -9.210
H -0.730 -1.980 -7.617
H 0.917 -3.644 -8.288
H 1.617 -2.702 -6.966
Cl -2.885 2.454 4.321
C -3.475 3.924 3.506
C -3.265 3.869 2.007
Cl -1.540 3.959 1.567
H -2.972 4.784 3.950
H -4.541 4.003 3.727
H -3.757 4.718 1.532
H -3.678 2.954 1.578
Cl 1.141 -6.463 5.277
C 0.344 -6.914 3.748
C 1.121 -6.443 2.538
Cl 1.095 -4.671 2.373
H -0.666 -6.504 3.760
H 0.271 -8.003 3.739
H 0.675 -6.851 1.630
H 2.162 -6.764 2.580
Cl -3.434 -1.788 -7.012
C -4.353 -0.273 -7.193
C -3.536 0.938 -6.796
Cl -3.217 0.989 -5.045
H -5.263 -0.357 -6.597
H -4.639 -0.199 -8.243
H -4.082 1.849 -7.045
H -2.577 0.962 -7.315
Cl -6.663 2.998 0.495
C -7.747 3.640 1.751
C -7.938 5.138 1.632
Cl -6.454 6.041 2.035
H -7.338 3.363 2.723
H -8.706 3.135 1.629
H -8.708 5.469 2.331
H -8.245 5.425 0.627
Cl 7.028 2.106 -2.783
C 7.238 3.781 -3.351
C 6.058 4.257 -4.169
Cl 5.949 3.421 -5.740
H 8.166 3.832 -3.920
H 7.347 4.405 -2.463
H 6.161 5.321 -4.384
H 5.116 4.106 -3.640
Cl 7.225 5.163 5.981
C 6.850 3.549 5.323
C 7.986 2.571 5.528
Cl 9.409 2.973 4.533
H 6.606 3.664 4.266
H 5.960 3.194 5.842
H 7.668 1.570 5.235
H 8.301 2.537 6.571
*
```

(3)
Computed, not measured: a molecular structure, C28H39N2O2P2RuS4, with ωB97M-V/def2-TZVPD.

Summary:
Expectation value of S² ... 6.015
HOMO (alpha / beta) ... -3.7152 / -4.4436 eV
Energy ... -3720.7973 Eh

Geometry as ORCA input:
```
! wB97M-V def2-TZVPD RIJCOSX def2/J DEFGRID3
* xyz -1 5
Ru -0.438 -0.449 0.638
C -0.047 3.637 1.155
N 0.946 2.585 1.279
C 2.210 2.908 0.608
C 2.095 3.078 -0.901
N 2.004 1.829 -1.625
C 3.199 0.996 -1.499
C 1.468 1.896 -2.924
C 1.409 3.096 -3.633
C 0.918 3.138 -4.936
C 0.492 1.981 -5.559
C 0.514 0.784 -4.845
C 0.966 0.727 -3.534
S 0.755 -0.799 -2.633
C 1.183 2.156 2.618
C 1.007 3.031 3.689
C 1.239 2.631 5.001
C 1.669 1.337 5.244
C 1.851 0.460 4.179
C 1.614 0.835 2.855
S 1.844 -0.340 1.548
H 0.349 4.642 1.384
H -0.881 3.432 1.827
H -0.444 3.655 0.139
H 2.916 2.114 0.845
H 2.616 3.844 1.025
H 2.964 3.676 -1.233
H 1.206 3.663 -1.129
H 4.104 1.619 -1.588
H 3.219 0.256 -2.293
H 3.210 0.468 -0.548
H 1.762 4.011 -3.178
H 0.888 4.085 -5.461
H 0.131 2.004 -6.579
H 0.131 -0.127 -5.289
H 0.676 4.044 3.500
H 1.090 3.330 5.815
H 1.855 1.003 6.258
H 2.162 -0.562 4.362
C -3.183 -6.563 -1.555
C -2.362 -5.343 -1.915
O -2.377 -4.429 -0.825
P -0.877 -3.956 -0.279
S -1.532 -2.634 1.175
S -1.095 -0.491 -1.730
O -0.465 -5.332 0.550
C -1.053 -5.739 1.784
C -0.159 -5.380 2.952
H -3.287 -7.231 -2.415
H -4.180 -6.260 -1.227
H -2.707 -7.111 -0.740
H -2.775 -4.844 -2.796
H -1.336 -5.639 -2.159
H -1.181 -6.822 1.719
H -2.041 -5.288 1.899
H 0.789 -5.919 2.895
H -0.649 -5.630 3.898
H 0.047 -4.310 2.941
C -2.288 1.924 3.787
P -1.738 0.519 2.729
C -1.503 -0.742 4.046
C -3.390 0.155 1.981
C -4.430 -0.440 2.696
C -5.646 -0.720 2.094
C -5.847 -0.405 0.756
C -4.835 0.210 0.038
C -3.620 0.496 0.652
H -3.075 1.565 4.453
H -2.683 2.733 3.172
H -1.451 2.303 4.377
H -2.445 -1.178 4.376
H -1.023 -0.241 4.889
H -0.858 -1.543 3.692
H -4.286 -0.715 3.734
H -6.433 -1.200 2.663
H -6.787 -0.649 0.275
H -4.970 0.449 -1.009
H -2.843 0.979 0.072
*
```

Respective F_max values: 0.16; 3.94; 0.90 eV Å⁻¹.
Respective ΔE to the lowest compared entry with this formula, charge and spin values: 0.0; 54.2; 56.2 kcal per mole.